Below is a single C3H4OS molecule, with properties calculated with ωB97M-V/def2-TZVPD.

## Properties
energy relative to the best compared isomer or geometry (same formula, charge and spin)	304.3	kJ/mol
molecular weight	88.13	g/mol
orbital gap	0.347	hartree
calculated total energy	-590.00875	a.u.
HOMO energy	-0.3453	hartree
lowest unoccupied orbital energy	0.1	eV
net charge	0

Last column: Mulliken charge in e.
Atoms and positions in Å:
S 0.83775 1.23824 0.61130  0.33
O 1.12312 2.35762 -0.30060  -0.52
C -0.86782 0.47552 0.68547  -0.56
C 0.17269 -0.27679 0.00428  0.23
C 0.47761 -1.39327 -0.70732  -0.47
H -1.24417 0.15131 1.58009  0.29
H -0.27670 -2.03393 -1.08438  0.27
H -1.76750 1.17511 0.14067  0.23
H 1.54502 -1.69380 -0.92952  0.21

***

Below is a molecular structure, C22H33N3O7P2V, with properties calculated with ωB97M-V/def2-TZVPD.

## Properties
expectation value of S²	0.7859
energy relative to the best compared isomer or geometry (same formula, charge and spin)	0.0	kJ/mol
spin multiplicity	2
molecular weight	564.41	g/mol
orbital gap (spin up / spin down)	0.160 / 0.176	hartree
calculated total energy	-3175.47715	a.u.
HOMO energy (spin up / spin down)	-0.2216 / -0.2384	hartree
lowest unoccupied orbital energy (spin up / spin down)	-1.7 / -1.7	eV
net charge	0

Last column: Mulliken charge in e.
Atoms and positions in Å:
V -0.72016 0.71359 -0.65740  0.17
P 1.07533 2.08313 1.25650  1.26
P -1.85445 -0.69451 -2.43429  1.37
O -1.93060 -3.80745 1.42510  -0.55
O -1.61947 0.96568 1.70916  -0.65
O 3.59213 -5.28630 4.04455  -0.59
O -1.18650 -5.41125 2.75972  -0.59
O 4.84115 -3.67543 3.18702  -0.57
O 0.79836 -0.35477 -0.08397  0.64
O 3.06404 -0.45134 -0.04736  -0.65
N 3.76575 -4.30649 3.28343  0.98
N -1.00045 -4.44531 1.99059  0.95
N -0.41516 2.28022 -1.27096  -0.44
C -1.37608 -0.57249 -4.19894  -1.28
C 0.15987 2.86419 -2.35491  -0.09
C -2.27515 0.19003 2.45319  0.77
C 1.95133 -0.92260 0.16614  -0.70
C 0.34670 -4.00266 1.76156  -0.34
C 2.52512 2.79975 0.39531  -1.33
C 2.86115 -2.76117 1.61238  -0.50
C 1.36709 2.34943 -2.93289  0.31
C 0.36898 3.56377 2.04612  -1.41
C -1.96971 -2.39971 -1.85847  -1.30
C 1.90001 2.98654 -4.05787  -0.88
C 1.78922 -2.25621 0.86514  0.25
C 1.88522 1.26319 2.67222  -1.26
C 1.41173 -4.49040 2.53374  -0.45
C -0.55861 3.90403 -2.98213  -0.38
C -3.58830 -0.15476 -2.19918  -1.28
C -1.50649 -0.69874 3.36491  -0.54
C 2.66719 -3.87756 2.46134  -0.33
C 1.20341 4.08954 -4.60416  -0.35
C -0.03572 4.53112 -4.08858  -0.57
C -3.73833 0.03722 2.19126  -1.14
C 0.56091 -2.93264 0.86318  0.40
H -0.42030 3.23648 2.73079  0.31
H -0.52254 -0.83934 2.88458  -0.12
H 1.61916 4.60124 -5.48008  0.33
H -1.55988 4.09456 -2.58969  0.35
H -2.31092 -2.57852 -0.82905  0.20
H -4.02433 -1.01734 2.28802  0.38
H -4.23896 -0.78863 -2.81862  0.46
H -0.30368 -0.79027 -4.32985  0.38
H 3.08967 1.96399 -0.03803  0.21
H 2.82199 2.61322 -4.52071  0.39
H 2.58883 0.50951 2.30305  0.22
H 1.11733 0.78723 3.28903  0.20
H -1.98286 -1.20556 -4.84447  0.42
H -1.35710 -0.16050 4.30608  0.36
H 3.12648 3.36392 1.11818  0.52
H 1.16769 4.09692 2.57347  0.45
H 3.82896 -2.27518 1.54779  0.59
H -3.95724 0.36489 1.15706  0.18
H -0.05985 4.17444 1.24495  0.29
H 1.78852 1.42043 -2.54960  0.35
H -0.24536 -2.59648 0.21740  0.39
H -3.78711 0.87962 -2.51478  0.32
H 1.24585 -5.33197 3.21129  0.57
H -1.52807 0.47361 -4.49791  0.39
H 2.41678 2.02476 3.25234  0.49
H -1.94240 -1.69591 3.49444  0.32
H -0.42605 0.21738 -2.17271  0.06
H -0.61306 5.34036 -4.56071  0.35
H -4.00334 -0.23868 -1.18398  0.24
H -2.68783 -2.90993 -2.50737  0.53
H -4.32971 0.63311 2.89413  0.34
H -1.01819 -2.93781 -1.94529  0.34
H 2.14802 3.45080 -0.40123  0.28

***

Below is 2 unconnected molecules or ions with the total composition C6H13BrCl2NO, with properties calculated with ωB97M-V/def2-TZVPD.

## Properties
energy relative to the best compared isomer or geometry (same formula, charge and spin)	194.5	kJ/mol
molecular weight	265.99	g/mol
orbital gap (spin up / spin down)	0.361 / 0.212	hartree
calculated total energy	-3860.39528	a.u.
HOMO energy (spin up / spin down)	-0.5245 / -0.4522	hartree
lowest unoccupied orbital energy (spin up / spin down)	-4.5 / -6.5	eV
net charge	+1

Last column: Mulliken charge in e.
Atoms and positions in Å:
Br 4.37527 0.01106 -0.56923  0.00
Cl -2.33038 2.71580 -0.15129  -0.16
Cl 2.08569 -2.44863 0.00547  -0.15
O 0.72900 1.75076 -0.24560  -0.26
N -0.33399 -0.32538 0.18569  0.39
C 0.26803 -1.04967 1.42597  -0.64
C 0.69479 -2.47123 1.12751  -0.46
C -1.61273 -0.84141 -0.35248  -0.83
C -0.21057 1.10195 0.49798  0.08
C -1.30113 1.86319 1.11324  -0.66
C 1.26812 1.31030 -1.38821  -0.82
H -1.97160 1.20520 1.70265  0.31
H -0.98420 2.70891 1.71435  0.43
H -0.35781 -0.82490 2.38364  0.40
H -1.81823 -1.90133 -0.36742  0.32
H 1.22459 -0.67278 1.80895  0.39
H -1.61510 -0.47305 -1.38540  0.36
H 0.37549 -0.43184 -0.55664  0.27
H 2.15339 1.76995 -1.50066  0.35
H -0.16928 -3.00964 0.70078  0.28
H 1.52182 0.24715 -1.49080  0.35
H 1.02413 -2.96602 2.05499  0.42
H -2.35551 -0.41592 0.24015  0.36
H 0.58201 1.57322 -2.21632  0.25